Entry 1:
Density functional theory data (the ωB97M-V functional and the def2-TZVPD basis) for a molecular structure, C22H39N4NbO8P in a non-equilibrium geometry.

```
75
Properties=species:S:1:pos:R:3:mulliken_charge:R:1
C -1.597 1.113 3.298 -0.668
C -2.405 2.134 2.487 -0.581
O -2.404 1.800 1.083 -0.370
P -1.586 2.698 0.039 0.884
O -2.242 3.971 -0.341 -0.886
C 0.068 2.890 0.674 -0.027
C 1.262 2.597 -0.269 -0.380
Nb 3.059 1.688 0.828 -0.680
C 5.181 1.376 1.402 -0.335
N 4.942 0.635 2.628 -0.644
C 3.565 1.265 -1.358 -1.419
C 3.677 -0.092 -2.049 0.310
O 4.814 -0.856 -1.604 -0.600
C 2.398 -0.930 -1.904 0.790
N 2.565 -2.110 -1.060 -0.613
O -1.594 1.626 -1.129 -0.462
C -1.709 0.195 -0.968 -0.408
C -0.799 -0.484 0.041 0.810
H -1.263 1.557 4.248 0.345
H -0.703 0.785 2.754 0.142
H -2.203 0.225 3.523 0.156
H -3.462 2.126 2.787 0.432
H -2.044 3.159 2.634 0.368
H 0.159 2.302 1.600 -0.032
H 0.088 3.954 0.970 0.539
H 1.023 1.818 -1.014 -0.415
H 1.496 3.507 -0.844 0.467
H 2.183 0.086 1.212 0.138
H 2.302 2.043 2.509 -0.051
H 3.499 3.488 0.816 -0.067
H 5.765 2.289 1.579 0.312
H 5.736 0.777 0.665 0.159
H 4.952 1.284 3.405 0.252
H 4.021 0.186 2.679 0.258
H 2.825 1.831 -1.955 0.352
H 4.541 1.770 -1.479 0.497
H 3.809 0.080 -3.133 0.322
H 5.525 -0.663 -2.179 0.391
H 1.629 -0.305 -1.438 -0.934
H 2.058 -1.198 -2.922 0.280
H 1.676 -2.396 -0.681 0.183
H 2.926 -2.888 -1.591 0.265
H -2.766 -0.006 -0.740 0.305
H -1.518 -0.200 -1.971 0.282
H -1.306 -0.675 0.992 -0.494
H -0.495 -1.461 -0.367 0.363
H 0.123 0.078 0.231 -0.569
C -2.182 0.710 -4.009 -0.388
C -0.992 1.245 -3.532 -0.812
C 0.210 0.891 -4.126 0.103
C 0.181 0.002 -5.186 -0.188
C -0.985 -0.551 -5.675 -0.715
C -2.179 -0.184 -5.073 -0.358
N 1.472 -0.384 -5.805 1.074
O 2.458 0.128 -5.336 -0.592
O 1.463 -1.191 -6.706 -0.668
H -3.116 0.987 -3.539 0.538
H -0.992 1.925 -2.690 0.568
H 1.153 1.278 -3.769 0.644
H -0.946 -1.247 -6.499 0.470
H -3.108 -0.603 -5.435 0.382
C -5.380 -3.180 4.412 -0.453
C -4.413 -3.763 5.221 -0.361
C -3.101 -3.853 4.785 -0.547
C -2.794 -3.352 3.537 0.069
C -3.732 -2.768 2.709 -0.148
C -5.040 -2.685 3.159 -0.512
N -1.390 -3.425 3.066 1.045
O -0.577 -3.931 3.803 -0.616
O -1.156 -2.959 1.978 -0.591
H -6.402 -3.108 4.760 0.380
H -4.678 -4.146 6.197 0.366
H -2.323 -4.296 5.389 0.463
H -3.432 -2.386 1.744 0.492
H -5.792 -2.228 2.530 0.387
```

## Properties
net charge = -1
orbital gap = 5.80 eV
highest occupied orbital energy = -4.642 eV
LUMO level = 1.163 eV

=====

Entry 2:
Density functional theory data (the ωB97M-V functional and the def2-TZVPD basis) for 2 unconnected molecules or ions with the total composition CH3NO2S in a non-equilibrium geometry.

```
8
Properties=species:S:1:pos:R:3:mulliken_charge:R:1
C 1.178 -0.111 0.059 -0.430
N 0.317 -0.688 -0.883 -0.297
O -2.277 -0.757 0.482 -0.398
O -1.416 1.511 -0.081 -0.435
S -1.984 0.246 -0.543 0.748
H 1.075 -0.756 1.036 0.249
H 0.828 0.950 0.031 0.284
H 2.279 -0.395 -0.102 0.280
```

## Properties
orbital gap (spin up / spin down) = 8.63 / 8.55 eV
highest occupied orbital energy (spin up / spin down) = -10.380 / -10.086 eV
LUMO level (spin up / spin down) = -1.746 / -1.537 eV